[1]
{"formula": "C22H60BF4N2O9", "method": "ωB97M-V/def2-TZVPD", "e_above_lowest_kj_mol": 2058.09, "total_charge": -1, "e_tot_ev": -56719.2998, "homo_lumo_gap_ev": 8.2457, "fmax_ev_per_a": 19.7, "elements": ["B", "F", "F", "F", "F", "C", "C", "N", "H", "H", "H", "C", "C", "N", "H", "H", "H", "C", "C", "O", "H", "H", "H", "H", "H", "H", "C", "C", "O", "H", "H", "H", "H", "H", "H", "C", "C", "O", "H", "H", "H", "H", "H", "H", "C", "C", "O", "H", "H", "H", "H", "H", "H", "C", "C", "O", "H", "H", "H", "H", "H", "H", "C", "C", "O", "H", "H", "H", "H", "H", "H", "C", "C", "O", "H", "H", "H", "H", "H", "H", "C", "C", "O", "H", "H", "H", "H", "H", "H", "C", "C", "O", "H", "H", "H", "H", "H", "H"], "positions_angstrom": [[-0.74, 0.05, -0.16], [-0.82, -1.37, -0.35], [0.58, 0.44, -0.42], [-1.55, 0.65, -1.03], [-1.08, 0.39, 0.99], [0.49, -4.58, -1.02], [1.61, -4.77, -1.86], [2.47, -5.06, -2.55], [-0.10, -3.93, -1.62], [0.09, -5.47, -0.73], [1.09, -4.28, -0.27], [-0.06, -1.22, -3.49], [0.98, -1.97, -4.44], [1.85, -2.40, -5.13], [-0.70, -2.01, -3.21], [0.53, -0.78, -2.59], [-0.47, -0.21, -3.86], [2.81, 3.90, -3.23], [2.71, 2.59, -2.29], [2.22, 3.04, -1.06], [3.75, 4.45, -3.10], [2.12, 4.69, -2.98], [2.60, 3.65, -4.23], [3.52, 1.66, -2.13], [1.94, 1.88, -2.82], [1.76, 2.35, -0.68], [1.82, -3.62, 2.50], [1.33, -2.16, 2.39], [2.53, -1.41, 2.82], [2.15, -4.02, 3.43], [2.55, -3.79, 1.81], [0.97, -4.25, 2.60], [0.31, -2.18, 2.98], [1.02, -1.89, 1.43], [2.17, -0.45, 2.67], [-2.07, 5.35, -2.92], [-2.06, 4.14, -1.88], [-3.36, 3.47, -1.84], [-2.86, 5.96, -2.58], [-2.25, 5.02, -3.87], [-1.24, 5.93, -3.01], [-1.92, 4.39, -0.95], [-1.45, 3.30, -2.35], [-3.32, 2.99, -1.12], [-2.68, -2.29, 2.87], [-2.88, -3.14, 1.66], [-1.70, -3.47, 1.05], [-3.66, -2.06, 3.29], [-2.30, -1.45, 2.73], [-2.18, -2.94, 3.68], [-3.53, -2.52, 0.98], [-3.56, -4.02, 1.79], [-1.41, -2.68, 0.62], [3.70, -1.35, -0.36], [4.06, -1.86, -1.78], [5.07, -2.79, -1.76], [4.54, -0.97, 0.12], [3.44, -2.02, 0.41], [2.98, -0.44, -0.63], [4.52, -1.01, -2.33], [3.27, -2.23, -2.29], [4.87, -3.83, -1.65], [-4.53, -2.47, -3.08], [-3.82, -1.41, -2.10], [-3.30, -0.30, -2.81], [-4.99, -3.21, -2.50], [-3.69, -2.97, -3.50], [-5.16, -1.81, -3.62], [-2.98, -2.01, -1.51], [-4.52, -0.83, -1.56], [-2.68, 0.12, -2.27], [3.69, 1.21, 1.52], [3.52, 1.65, 2.98], [2.27, 1.12, 3.54], [4.47, 1.54, 1.16], [2.96, 1.47, 0.67], [3.76, 0.16, 1.54], [3.42, 2.79, 3.08], [4.40, 1.31, 3.53], [2.24, 1.40, 4.45], [1.70, 2.69, 3.74], [0.97, 2.08, 2.53], [1.94, 1.27, 1.97], [1.02, 3.41, 4.20], [2.49, 3.38, 3.37], [2.02, 2.04, 4.46], [0.62, 2.86, 1.93], [0.10, 1.61, 2.77], [1.54, 0.93, 1.23], [-5.50, 2.24, 2.16], [-4.28, 1.36, 2.25], [-3.71, 1.48, 0.90], [-5.78, 2.19, 1.08], [-5.32, 3.13, 2.51], [-6.30, 1.71, 2.84], [-4.59, 0.16, 2.41], [-3.49, 1.40, 3.01], [-2.95, 0.95, 0.77]]}

***

[2]
{"formula": "C22H60O8", "method": "ωB97M-V/def2-TZVPD", "e_above_lowest_kj_mol": 125.52, "total_charge": 0, "e_tot_ev": -40165.3656, "homo_lumo_gap_ev": 10.1019, "smiles": "CC(C)O.CC(C)O.CC(C)O.CC(C)O.CC(C)O.CC(C)O.CCO.CCO", "fmax_ev_per_a": 2.2, "elements": ["C", "C", "C", "O", "H", "H", "H", "H", "H", "H", "H", "H", "C", "C", "C", "O", "H", "H", "H", "H", "H", "H", "H", "H", "C", "C", "C", "O", "H", "H", "H", "H", "H", "H", "H", "H", "C", "C", "C", "O", "H", "H", "H", "H", "H", "H", "H", "H", "C", "C", "C", "O", "H", "H", "H", "H", "H", "H", "H", "H", "C", "C", "C", "O", "H", "H", "H", "H", "H", "H", "H", "H", "C", "C", "O", "H", "H", "H", "H", "H", "H", "C", "C", "O", "H", "H", "H", "H", "H", "H"], "positions_angstrom": [[2.68, 5.42, -1.12], [1.94, 4.09, -1.38], [2.78, 3.08, -2.15], [1.55, 3.51, -0.18], [2.13, 6.09, -0.46], [2.77, 5.99, -2.05], [3.64, 5.32, -0.62], [1.04, 4.32, -1.95], [3.23, 3.66, -2.95], [2.25, 2.22, -2.58], [3.55, 2.74, -1.46], [1.33, 2.59, -0.35], [-0.16, -0.27, -3.98], [-0.81, -1.61, -4.25], [-1.17, -2.32, -2.91], [-2.00, -1.35, -4.98], [0.23, 0.09, -4.93], [0.72, -0.36, -3.35], [-0.80, 0.47, -3.50], [-0.23, -2.35, -4.80], [-0.28, -2.41, -2.29], [-1.52, -3.34, -3.05], [-1.93, -1.73, -2.39], [-2.38, -2.18, -5.26], [4.34, -2.09, -1.27], [5.56, -2.32, -0.44], [5.29, -2.05, 1.04], [5.87, -3.72, -0.51], [3.47, -2.68, -1.00], [4.62, -2.25, -2.32], [4.00, -1.05, -1.17], [6.41, -1.71, -0.76], [5.20, -0.99, 1.26], [6.08, -2.49, 1.66], [4.35, -2.52, 1.32], [6.54, -3.96, 0.12], [1.24, -0.85, -0.13], [-0.13, -0.14, -0.07], [-0.66, 0.05, 1.35], [-0.04, 1.10, -0.70], [2.03, -0.32, 0.41], [1.48, -1.10, -1.16], [1.16, -1.83, 0.36], [-0.82, -0.77, -0.62], [-0.03, 0.79, 1.84], [-0.58, -0.90, 1.89], [-1.72, 0.28, 1.34], [-0.95, 1.39, -0.75], [-2.57, -6.54, 0.22], [-1.44, -5.75, 0.88], [-1.50, -4.29, 0.56], [-1.56, -5.98, 2.30], [-3.49, -6.26, 0.72], [-2.50, -7.59, 0.50], [-2.73, -6.41, -0.85], [-0.49, -6.18, 0.55], [-2.39, -3.77, 0.90], [-1.66, -4.17, -0.51], [-0.56, -3.80, 0.84], [-2.13, -5.27, 2.59], [-2.55, 3.11, 0.48], [-3.07, 2.72, -0.86], [-2.29, 3.38, -2.01], [-2.81, 1.35, -1.06], [-2.62, 4.19, 0.60], [-1.51, 2.83, 0.64], [-3.19, 2.81, 1.30], [-4.13, 2.98, -0.93], [-2.68, 3.13, -2.99], [-1.24, 3.09, -2.05], [-2.13, 4.45, -1.93], [-3.23, 1.14, -1.89], [0.32, 3.55, 3.48], [-0.12, 4.69, 2.61], [1.02, 5.24, 2.08], [1.05, 2.91, 3.00], [-0.43, 2.85, 3.86], [0.74, 4.04, 4.36], [-0.65, 5.43, 3.21], [-0.88, 4.45, 1.86], [1.37, 4.74, 1.34], [-3.76, -0.68, 3.40], [-2.74, -0.94, 4.48], [-2.97, -2.14, 5.14], [-4.83, -0.73, 3.61], [-3.55, -1.35, 2.57], [-3.62, 0.30, 2.94], [-2.84, -0.18, 5.25], [-1.76, -0.85, 4.02], [-3.21, -2.04, 6.07]]}

***

Number 1: HOMO level -5.71 eV. Number 2: HOMO level -9.66 eV.